Entry 1:
# C36H45F16IO21S2

A molecular structure, C36H45F16IO21S2 at a distorted geometry (the ωB97M-V functional and the def2-TZVPD basis, the Open Molecules 2025 dataset).

```
121
Properties=species:S:1:pos:R:3:forces:R:3
O -0.68698 0.13820 -7.13018 -0.185 -0.013 0.577
C -1.08454 0.20055 -5.98419 0.234 -0.013 -0.341
C -1.59471 -1.00773 -5.26317 -0.176 0.160 0.169
S -1.36963 -2.54918 -6.10259 0.077 -0.016 -0.156
C -2.18120 -0.87406 -4.06215 0.080 -0.008 -0.159
C -2.70633 -2.03805 -3.26422 -0.239 -0.105 -0.064
O -1.64457 -2.93216 -2.89008 0.112 0.093 0.173
C -1.07563 -2.62043 -1.70935 -0.090 -0.042 -0.026
F -0.00819 -3.39099 -1.53738 -0.157 0.145 -0.004
F -1.91314 -2.80394 -0.67435 0.125 -0.040 -0.051
F -0.69148 -1.32331 -1.65223 0.090 -0.182 -0.028
C -2.40229 0.47026 -3.43088 -0.324 -0.026 0.426
O -3.15765 0.55066 -2.48004 0.328 0.002 -0.504
C -1.68267 1.64075 -3.99134 0.043 0.015 -0.024
C -1.59533 2.88356 -3.35635 -0.302 -0.342 0.374
I -2.40551 3.31875 -1.47543 -0.234 -0.106 -0.145
C -0.90720 3.92230 -3.94636 0.113 0.266 -0.157
C -0.28996 3.76991 -5.18302 -0.085 0.088 0.128
C 0.48004 4.90024 -5.81228 0.076 -0.182 -0.142
C 1.91613 5.02436 -5.25926 -0.468 0.263 -0.103
C 2.04184 6.14754 -4.24148 0.183 0.326 -0.262
F 2.32026 7.31953 -4.89173 -0.164 -0.280 0.073
F 0.88171 6.36404 -3.56182 0.198 0.018 -0.031
C 3.20429 5.94163 -3.23181 0.316 -0.254 -0.010
F 4.18523 5.28375 -3.90256 -0.101 0.156 0.137
F 3.72082 7.11586 -2.82592 -0.170 -0.122 0.054
C 2.84277 5.05789 -1.98757 -0.042 -0.132 0.074
F 1.91621 4.16107 -2.39606 0.259 0.051 0.032
F 3.94665 4.39200 -1.60723 -0.183 0.112 -0.111
C 2.34392 5.88898 -0.75168 0.301 0.108 0.134
F 1.54294 6.87332 -1.16382 0.031 -0.109 0.102
F 3.43070 6.42677 -0.18236 -0.241 -0.014 -0.096
S 1.39385 4.89106 0.57935 0.027 0.102 -0.265
F 0.29418 4.56628 -0.51235 0.136 0.111 0.161
F 0.59475 6.18611 1.00831 -0.007 0.013 0.044
F 2.46699 5.20333 1.69435 0.047 -0.033 0.018
F 2.20469 3.58564 0.18366 -0.072 -0.080 0.064
F 0.57197 4.04479 1.62140 0.048 0.085 -0.066
C -0.37358 2.53954 -5.81581 0.219 0.261 -0.122
C -1.05245 1.49197 -5.22999 -0.072 -0.158 -0.009
H -2.66989 -2.84979 -6.18867 -0.092 -0.062 0.129
H -3.41639 -2.61937 -3.85135 0.152 -0.107 0.023
H -3.22796 -1.68769 -2.37806 -0.008 0.070 -0.004
H -0.85672 4.87002 -3.42717 0.012 -0.027 -0.068
H 0.55376 4.70091 -6.88160 -0.035 0.060 0.009
H -0.06155 5.83781 -5.69476 0.016 0.031 -0.032
H 2.57475 5.29578 -6.08163 0.230 -0.114 0.139
H 2.23830 4.07870 -4.82977 0.067 0.027 -0.060
H 0.10250 2.38267 -6.77510 -0.054 -0.041 -0.029
C -8.10397 -3.63544 -1.44705 -0.056 0.021 -0.089
O -6.69821 -3.61841 -1.18668 0.012 -0.006 0.008
C -6.37202 -3.94035 0.06853 0.044 0.018 -0.008
O -7.14916 -4.22879 0.94102 -0.009 0.000 0.003
O -5.04930 -3.88474 0.18117 0.026 0.024 -0.028
C -4.54658 -4.20767 1.48413 0.168 -0.049 0.094
H -8.21501 -3.35742 -2.49094 0.041 0.003 0.001
H -8.51295 -4.63013 -1.28092 -0.006 0.005 0.048
H -8.62009 -2.91671 -0.81363 -0.003 -0.029 0.038
H -4.81623 -5.22567 1.75634 -0.065 0.019 0.023
H -4.93037 -3.51055 2.22605 -0.081 -0.019 -0.003
H -3.46639 -4.12209 1.42533 0.005 0.021 -0.093
C -3.46992 -5.40152 6.45012 -0.018 -0.023 0.100
O -2.05096 -5.58031 6.47241 -0.171 0.012 0.085
C -1.48721 -5.63636 5.26590 0.464 0.006 0.202
O -2.06705 -5.54871 4.21500 -0.141 0.049 -0.183
O -0.17594 -5.80032 5.42342 -0.731 0.021 0.589
C 0.56437 -5.86385 4.19977 -5.217 -0.227 6.207
H -3.78048 -5.37560 7.49013 0.031 -0.005 0.012
H -3.73058 -4.46528 5.96052 -0.010 -0.008 -0.061
H -3.95298 -6.23084 5.93731 -0.005 0.025 -0.050
H 0.45790 -4.93996 3.63401 -4.420 -3.086 4.684
H 0.24127 -6.70957 3.59676 -1.140 0.107 0.693
H 1.60347 -6.00506 4.48286 -2.034 2.019 3.241
C 3.00314 13.38019 -6.66508 -0.013 0.062 -0.095
O 2.47398 12.14090 -6.18603 -0.004 -0.018 0.013
C 2.91096 11.79168 -4.97551 -0.012 -0.011 -0.014
O 3.68165 12.42024 -4.29791 -0.001 -0.002 0.000
O 2.34838 10.63036 -4.64813 -0.015 -0.017 -0.021
C 2.73123 10.13217 -3.36309 -0.029 -0.048 0.145
H 2.56323 13.52922 -7.64647 -0.020 -0.037 0.008
H 2.72386 14.19768 -6.00337 0.036 -0.009 0.033
H 4.08707 13.32844 -6.74623 0.008 0.009 0.048
H 2.43629 10.82814 -2.57982 0.072 0.057 -0.020
H 3.80467 9.95848 -3.32211 0.016 0.070 0.005
H 2.20704 9.19282 -3.23574 -0.067 0.011 -0.074
C 4.52679 -11.21035 3.91888 0.049 -0.096 -0.059
O 4.54310 -10.65866 5.23883 -0.042 0.061 -0.001
C 3.82201 -9.54776 5.37761 0.101 -0.077 0.186
O 3.18991 -9.00516 4.50799 -0.090 0.100 -0.110
O 3.91896 -9.14039 6.64149 0.004 -0.058 -0.098
C 3.18604 -7.94755 6.93077 -0.072 0.176 0.109
H 5.14955 -12.09844 3.96307 0.004 0.012 0.040
H 3.51320 -11.47963 3.62884 -0.015 0.042 -0.010
H 4.93778 -10.50187 3.20249 -0.036 0.026 -0.003
H 2.12241 -8.09433 6.75248 -0.005 0.001 -0.046
H 3.55061 -7.11823 6.32677 -0.018 -0.006 -0.037
H 3.35624 -7.73575 7.98178 0.038 -0.064 -0.005
C -2.69681 -0.70392 5.21617 -0.074 -0.069 0.047
O -1.39381 -0.14792 5.42104 0.040 -0.010 -0.016
C -0.94940 0.59259 4.40622 -0.098 0.052 0.045
O -1.55278 0.83143 3.39203 0.028 0.013 0.017
O 0.27763 1.01398 4.70315 0.035 -0.049 0.050
C 0.86527 1.86825 3.71625 0.154 -0.021 0.050
H -2.91921 -1.27176 6.11431 0.043 0.011 0.025
H -3.43310 0.08547 5.08077 0.010 0.008 -0.049
H -2.69947 -1.36168 4.34861 -0.005 0.025 -0.041
H 0.29521 2.78735 3.62756 -0.078 -0.010 -0.039
H 0.91852 1.36334 2.75326 -0.072 0.041 -0.028
H 1.86624 2.08804 4.07637 -0.013 -0.026 0.030
C 1.97341 -6.37514 2.69485 3.279 -1.682 -3.049
O 1.14317 -5.26935 2.32868 2.773 0.447 -5.472
C 1.34762 -4.17254 3.06047 3.022 2.968 -1.801
O 2.14313 -4.06663 3.95756 1.302 1.388 -0.565
O 0.52320 -3.21897 2.63016 0.117 -0.101 -0.079
C 0.63573 -1.98215 3.34931 0.032 0.146 -0.038
H 1.70029 -7.18641 2.02567 0.018 0.090 -0.229
H 3.02427 -6.12485 2.56537 0.074 0.108 -0.310
H 1.79034 -6.66529 3.72744 2.842 -2.175 -4.044
H 1.64277 -1.58003 3.25249 0.014 -0.057 0.056
H 0.39943 -2.12637 4.40126 0.024 -0.025 0.031
H -0.07509 -1.30412 2.88605 -0.058 -0.101 -0.069
```
Forces are in eV/Å.

Computed properties:
- Frontier orbital gap: 7.61 eV
- ΔE to the lowest compared entry with this formula, charge and spin: 0.000 eV



Entry 2:
# C36H45F3I2N4NaO6PS3

A molecular structure, C36H45F3I2N4NaO6PS3 at a distorted geometry (the ωB97M-V functional and the def2-TZVPD basis, the Open Molecules 2025 dataset).

```
101
Properties=species:S:1:pos:R:3:forces:R:3
Na -1.83651 -0.16941 -0.94712 0.167 -0.340 0.308
C -4.56464 -4.23655 -0.27133 1.058 0.028 -1.175
C -4.28545 -3.79071 1.15293 0.053 0.132 -0.353
S -3.62594 -2.13986 1.32885 0.062 0.939 -0.408
C -2.06662 -2.30622 2.21762 -1.405 0.000 1.511
C -1.05562 -3.23817 1.67091 0.673 -0.505 0.533
S -0.27080 -2.72409 0.14424 0.041 -0.331 -0.363
C -0.66628 -4.15187 -0.89453 0.431 -0.293 -0.492
C -2.02197 -4.05869 -1.61427 0.277 -1.579 -0.063
S -3.23884 -5.29593 -0.98277 -0.182 0.071 -0.090
H -4.77074 -3.45953 -1.04564 0.199 -0.149 0.896
H -5.45644 -4.82993 -0.18742 -0.321 -0.679 -0.457
H -3.59422 -4.48280 1.64374 -0.474 -0.105 0.045
H -5.28644 -3.81495 1.55973 -0.024 0.091 1.051
H -2.29551 -2.63357 3.27785 0.260 0.461 -0.948
H -1.71724 -1.26916 2.23719 0.101 -0.051 0.083
H -1.40874 -4.27548 1.65264 -0.064 0.191 -0.488
H -0.26814 -3.25587 2.41281 0.426 -0.036 0.276
H -0.59140 -5.10219 -0.31562 0.029 0.745 -0.257
H 0.16531 -4.17364 -1.63528 -0.645 -0.001 0.383
H -1.87278 -4.23393 -2.68727 -0.253 0.129 0.255
H -2.52000 -3.13878 -1.46894 -0.227 1.232 -0.111
I -4.74569 -2.96082 -4.63926 -0.192 0.855 -0.034
C -4.59102 -0.83557 -4.41250 0.039 0.036 0.039
C -5.26768 0.10432 -5.21890 0.277 -1.110 0.178
C -5.12655 1.47258 -5.07530 -0.671 -1.195 -1.097
I -6.37613 2.63283 -6.28682 0.149 0.284 0.033
C -4.24121 1.96302 -4.13568 1.110 0.895 1.812
C -3.94969 3.33353 -3.83893 -0.251 0.607 -0.278
C -3.20658 3.72561 -2.74868 0.211 -1.194 -0.912
C -2.60341 2.68468 -1.98133 -0.732 1.526 -0.355
N -2.82888 1.44008 -2.21412 -0.210 -0.804 -0.991
C -3.60607 1.04049 -3.26083 -0.086 -0.371 0.513
C -3.81229 -0.43863 -3.29377 -0.700 1.559 -0.554
O -3.40601 -1.13397 -2.35592 0.470 -0.931 0.299
H -5.93098 -0.31670 -5.96822 0.009 0.234 -0.003
H -4.31328 4.11859 -4.51840 -0.103 -0.453 0.308
H -3.00007 4.77450 -2.60046 0.071 -0.002 0.244
H -1.95877 2.89662 -1.16406 0.487 0.296 0.719
C 3.11196 -3.32316 -1.87818 0.115 0.447 0.905
N 2.39332 -2.65411 -2.94543 1.611 -1.262 -0.228
C 1.64743 -3.53338 -3.84014 -1.293 1.879 1.051
C 0.38605 -2.65556 -4.01386 -0.103 0.744 0.321
O -0.61460 -3.02006 -4.58491 0.011 -0.096 -0.237
N 0.58105 -1.41072 -3.41003 -0.296 0.066 0.328
C 1.70650 -1.46686 -2.71314 0.294 -0.645 -0.468
N 2.24566 -0.57142 -1.87834 -0.741 0.598 -0.015
H 4.21095 -3.38653 -1.98038 -0.407 0.106 -0.278
H 2.72021 -4.34423 -1.74148 0.151 0.288 -0.006
H 2.89370 -2.75561 -0.95701 0.262 -0.424 -0.094
H 1.38282 -4.43258 -3.30882 -0.125 -0.530 -0.011
H 2.01351 -3.77392 -4.82206 0.783 0.080 -0.294
H 1.84524 0.36890 -1.57893 0.278 -0.903 -0.444
H 3.18911 -0.65550 -1.49897 -0.449 -0.265 -0.349
F -4.95016 4.07770 7.11454 0.085 -0.532 0.181
C -3.66603 3.65960 7.20333 0.116 0.610 0.258
F -3.03937 4.74131 7.80438 0.005 -1.025 -0.293
F -3.59483 2.61738 8.07271 -0.297 0.681 0.284
C -3.09805 3.22713 5.89718 -0.794 1.427 1.138
C -1.91756 2.53414 5.89179 0.227 -0.887 -1.193
C -1.48410 2.02518 4.66752 0.948 -0.103 1.523
C -2.16323 2.26951 3.48445 0.333 -0.665 -1.422
C -3.29618 3.09023 3.53012 -0.310 0.754 0.106
C -3.76543 3.58364 4.74575 -0.923 0.022 -1.327
C -1.71627 1.62935 2.26076 -0.204 -0.191 -0.405
C -1.42131 1.00268 1.22486 -0.377 0.527 0.967
H -1.39316 2.29734 6.80335 0.050 0.030 0.109
H -0.57241 1.42042 4.69562 -0.377 0.170 -0.406
H -3.79387 3.39965 2.61008 0.148 -0.376 0.183
H -4.71519 4.18472 4.74797 1.221 -0.665 0.211
C 2.70259 0.56520 1.94313 0.053 -0.409 0.782
C 2.98275 2.05791 2.16332 -0.871 0.005 -0.454
C 1.64225 2.79497 2.40926 1.131 -1.257 -0.607
C 3.94184 2.17322 3.29888 0.137 -2.156 0.504
O 3.75911 2.66149 1.09622 -0.520 0.078 0.147
P 3.58560 2.29014 -0.46463 0.255 1.168 -0.225
O 4.23758 3.36918 -1.25632 -0.299 -0.263 0.104
O 2.18006 1.83576 -0.67704 0.168 -0.196 -0.356
O 4.55710 0.97783 -0.53315 -1.496 -0.296 0.354
C 5.85935 0.86257 -0.97715 1.714 0.646 -0.815
C 5.85979 0.74921 -2.51739 0.137 -1.847 0.037
C 6.84847 1.95455 -0.45291 -0.986 0.258 -1.909
C 6.31356 -0.43060 -0.38685 2.591 -0.033 0.691
H 2.37461 0.05523 2.87539 -0.124 0.621 -0.356
H 3.62154 0.07187 1.70679 0.839 -0.288 -0.307
H 2.02129 0.32494 1.14943 -0.544 0.239 -0.247
H 1.17254 2.21176 3.20707 -0.311 0.500 -0.026
H 1.05881 2.71312 1.49489 -0.217 0.071 0.130
H 1.83229 3.82125 2.66199 -0.076 0.535 0.301
H 3.51296 1.79777 4.24278 0.205 -0.133 -0.307
H 4.24065 3.15548 3.46263 0.615 1.868 0.127
H 4.80540 1.56118 2.95712 -0.215 0.400 0.760
H 5.77939 1.69373 -2.97123 -0.138 1.360 -0.537
H 4.95639 0.16031 -2.83226 0.815 0.384 0.270
H 6.77373 0.22780 -2.93028 -0.791 0.498 0.574
H 6.43681 2.93512 -0.64504 -0.257 0.291 -0.283
H 7.81888 1.92100 -1.01263 -0.582 -0.389 1.010
H 6.81724 1.86507 0.60300 0.893 -0.215 1.145
H 5.89373 -1.20756 -0.94908 -0.719 -1.550 -0.594
H 6.05088 -0.52127 0.67098 -0.042 0.091 -0.160
H 7.45030 -0.51327 -0.47479 -1.366 -0.018 0.093
```
Forces are in eV/Å.

Computed properties:
- Charge: -2
- Frontier orbital gap: 5.99 eV
- ΔE to the lowest compared entry with this formula, charge and spin: 0.963 eV